Entry 1:
A molecular structure, C10H18IInNO4. Source: the OMol25 dataset; level of theory: ωB97M-V with the def2-TZVPD basis set.

XYZ file:
```
35
Properties=species:S:1:pos:R:3
C -5.63 2.32 1.75
C -5.05 1.39 0.98
In -3.29 1.72 -0.28
C -3.59 0.79 -2.25
I -3.10 4.52 -0.69
C -1.34 1.20 0.65
C -1.31 -0.15 1.24
O -2.24 -0.87 1.48
O -0.02 -0.73 1.47
C 0.90 -0.04 2.22
C 1.72 0.99 1.51
O 1.09 -0.36 3.36
H -6.52 2.09 2.33
H -5.24 3.33 1.80
H -5.52 0.41 0.97
H -2.72 0.84 -2.90
H -3.94 -0.24 -2.16
H -4.39 1.36 -2.73
H -1.11 1.93 1.43
H -0.54 1.28 -0.07
H 2.77 0.83 1.75
H 1.61 0.94 0.43
H 1.45 1.99 1.85
C 5.25 -2.37 -0.65
C 4.20 -1.29 -0.55
O 4.37 -0.28 0.12
N 3.03 -1.50 -1.21
C 2.64 -2.63 -2.02
H 6.11 -2.06 -0.07
H 4.88 -3.32 -0.26
H 5.56 -2.51 -1.69
H 2.36 -0.75 -1.09
H 2.41 -2.32 -3.04
H 1.75 -3.12 -1.60
H 3.44 -3.36 -2.06
```

Multiplicity   1
DFT total energy   -33618.546 eV
Net charge   -1
Max |F|   0.558 eV/Å

---

Entry 2:
A single C6H13N molecule. Source: the OMol25 dataset; level of theory: ωB97M-V with the def2-TZVPD basis set.

XYZ file:
```
20
Properties=species:S:1:pos:R:3
C 2.61 -0.46 -0.14
C 1.10 -0.59 -0.27
C 0.44 0.78 -0.16
N -1.00 0.82 -0.48
C -1.30 1.28 -1.70
C -1.89 0.42 0.44
C -1.61 -0.46 1.61
H 2.89 0.07 0.78
H 3.03 0.10 -0.99
H 3.10 -1.44 -0.12
H 0.83 -1.04 -1.23
H 0.72 -1.26 0.52
H 0.93 1.46 -0.87
H 0.58 1.20 0.84
H -2.35 1.28 -1.99
H -0.59 1.92 -2.20
H -2.92 0.60 0.16
H -2.39 -0.32 2.36
H -1.61 -1.54 1.35
H -0.65 -0.25 2.10
```

Energy above the lowest of the compared OMol25 structures with the same formula, charge and spin   212.6 kJ/mol
Multiplicity   1
DFT total energy   -7920.630 eV
Max |F|   0.233 eV/Å

---

Entry 3:
A molecular structure, C30H43CoF5P2 in a non-equilibrium geometry. Source: the OMol25 dataset; level of theory: ωB97M-V with the def2-TZVPD basis set.

XYZ file:
```
81
Properties=species:S:1:pos:R:3
Co -0.16 -0.06 -3.80
C -0.57 -2.11 -0.25
C 0.77 -2.39 -0.59
C 0.78 -0.70 0.98
C -0.57 -1.07 0.74
C 1.59 -1.43 0.06
C -1.73 -2.97 -0.58
H -1.54 -3.54 -1.48
H -2.67 -2.43 -0.67
H -1.83 -3.68 0.25
C -1.70 -0.59 1.59
H -2.68 -0.88 1.21
H -1.73 0.51 1.71
H -1.61 -1.01 2.62
C 1.22 0.09 2.15
H 0.98 -0.46 3.08
H 0.75 1.07 2.24
H 2.31 0.23 2.14
C 3.07 -1.39 -0.02
H 3.48 -2.05 0.76
H 3.49 -0.39 0.11
H 3.42 -1.78 -0.99
C 1.25 -3.42 -1.58
H 1.55 -4.41 -1.09
H 2.14 -3.07 -2.16
H 0.49 -3.67 -2.35
C -1.64 0.68 -5.85
C -1.80 -0.65 -6.03
C -0.85 -1.62 -6.58
C 0.69 -1.36 -6.28
C 1.17 -0.70 -5.01
C 1.11 0.77 -4.76
C 0.67 1.77 -5.78
C -0.62 1.51 -6.58
H -0.90 -1.79 -7.68
H 1.14 -0.82 -7.17
H -1.14 -2.60 -6.15
H -0.35 1.15 -7.58
H -2.51 1.28 -5.49
H -2.80 -1.09 -5.87
H -1.07 2.50 -6.77
H 0.65 2.80 -5.36
H 2.05 1.20 -4.43
H 1.48 1.79 -6.52
H 1.07 -2.41 -6.18
H 2.03 -1.23 -4.55
P -1.49 0.40 -1.68
P 1.41 1.43 -1.61
C -1.08 1.92 -2.84
C 0.24 2.49 -2.43
H -1.97 2.56 -2.80
H -0.99 1.61 -3.90
H 0.74 2.99 -3.25
H -0.51 3.53 -1.06
C 1.88 2.33 -0.12
H 2.59 1.72 0.46
H 1.05 2.64 0.51
H 2.39 3.24 -0.47
C 3.09 1.33 -2.32
H 3.31 2.26 -2.86
H 3.20 0.48 -2.98
H 3.82 1.20 -1.51
C -3.30 0.70 -1.41
H -3.69 -0.24 -0.99
H -3.78 0.87 -2.40
H -3.52 1.53 -0.73
C -1.93 -0.92 -2.95
H -1.07 -1.59 -3.18
H -2.46 -0.47 -3.81
H -2.74 -1.44 -2.41
F -0.73 3.08 1.64
C -1.44 3.99 0.89
C -1.31 4.04 -0.49
C -2.31 4.73 -1.15
F -2.37 4.68 -2.52
C -3.24 5.53 -0.49
F -4.13 6.25 -1.22
C -3.22 5.62 0.90
F -4.06 6.45 1.56
C -2.32 4.82 1.60
F -2.28 4.91 2.94
```

<S²>   6.06
Energy above the lowest of the compared OMol25 structures with the same formula, charge and spin   305.1 kJ/mol
Multiplicity   5
DFT total energy   -101584.398 eV
Net charge   +1
Max |F|   4.789 eV/Å

---

Entry 4:
2 unconnected molecules or ions with the total composition C5H8N2. Source: the OMol25 dataset; level of theory: ωB97M-V with the def2-TZVPD basis set.

XYZ file:
```
15
Properties=species:S:1:pos:R:3
C -2.11 -0.33 -0.19
C -0.69 -0.03 0.20
C 0.07 1.10 -0.30
N 1.16 1.23 0.62
C 1.43 -0.14 0.73
N 2.26 -0.43 -0.29
C 0.17 -0.81 0.91
H -2.42 -1.31 0.17
H -2.79 0.43 0.21
H -2.21 -0.31 -1.29
H -0.42 2.01 -0.65
H 1.97 1.69 0.21
H 2.31 -1.43 -0.46
H 1.24 0.17 -1.09
H 0.03 -1.85 1.21
```

Energy above the lowest of the compared OMol25 structures with the same formula, charge and spin   399.9 kJ/mol
Multiplicity   1
DFT total energy   -8290.851 eV
Max |F|   0.355 eV/Å

---

Entry 5:
A molecular structure, C5H11NO in a non-equilibrium geometry. Source: the OMol25 dataset; level of theory: ωB97M-V with the def2-TZVPD basis set.

XYZ file:
```
18
Properties=species:S:1:pos:R:3
C 0.19 2.15 0.27
C 0.43 0.23 -0.17
C 0.36 0.70 1.18
N -0.62 -0.16 -0.81
C -0.30 -2.27 0.79
C -0.48 -0.14 -2.17
O 0.30 0.57 -2.78
H -0.86 2.40 0.40
H 0.90 2.86 0.65
H 0.31 2.18 -0.85
H 1.43 0.31 -0.60
H 0.12 -1.33 1.13
H 1.25 0.52 1.81
H -0.54 0.48 1.77
H -0.11 -2.96 1.60
H -1.37 -2.13 0.58
H 0.20 -2.57 -0.14
H -1.19 -0.82 -2.67
```

Energy above the lowest of the compared OMol25 structures with the same formula, charge and spin   341.2 kJ/mol
Multiplicity   1
DFT total energy   -8898.161 eV
Max |F|   1.609 eV/Å

---

Entry 6:
A single C5H5NO2 molecule in a non-equilibrium geometry. Source: the OMol25 dataset; level of theory: ωB97M-V with the def2-TZVPD basis set.

XYZ file:
```
13
Properties=species:S:1:pos:R:3
O -2.55 0.05 -0.40
C -1.53 -0.08 0.21
O -0.90 -1.40 0.22
C 0.48 -1.46 0.08
C 1.41 -0.54 -0.30
C 0.50 0.60 -0.46
N 0.30 1.89 0.21
C -0.39 0.75 0.69
H 0.73 -2.54 0.12
H 2.54 -0.65 -0.15
H -0.08 0.76 -1.44
H -0.38 2.46 -0.29
H -0.14 0.16 1.51
```

Energy above the lowest of the compared OMol25 structures with the same formula, charge and spin   471.4 kJ/mol
Multiplicity   1
DFT total energy   -10846.430 eV
Max |F|   4.102 eV/Å

---

Entry 7:
2 unconnected molecules or ions with the total composition C7H11N3O3 in a non-equilibrium geometry. Source: the OMol25 dataset; level of theory: ωB97M-V with the def2-TZVPD basis set.

XYZ file:
```
24
Properties=species:S:1:pos:R:3
O 2.25 -1.06 -5.07
C 1.73 -1.56 -3.97
C 1.61 -0.79 -2.75
C 0.58 -1.11 -1.94
N 0.03 -2.34 -2.02
C 0.26 -3.22 -3.08
O -0.49 -4.21 -3.09
N 1.20 -2.83 -3.93
H 2.24 0.03 -2.83
H 0.38 -0.69 -1.05
H -0.59 -2.72 -1.37
H 1.38 -3.42 -4.81
C -1.70 3.25 4.09
N -0.70 2.46 3.44
C -1.09 1.48 2.77
C 0.03 0.95 1.87
O -2.19 1.02 2.60
H -2.53 2.61 3.80
H -1.57 3.20 5.12
H -1.74 4.41 3.74
H 0.43 2.33 3.61
H 0.99 1.13 2.25
H -0.25 1.23 0.89
H -0.27 -0.15 1.74
```

Energy above the lowest of the compared OMol25 structures with the same formula, charge and spin   237.4 kJ/mol
Multiplicity   1
DFT total energy   -18048.459 eV
Max |F|   8.107 eV/Å

---

Entry 8:
2 unconnected molecules or ions with the total composition C4H3N in a non-equilibrium geometry. Source: the OMol25 dataset; level of theory: ωB97M-V with the def2-TZVPD basis set.

XYZ file:
```
8
Properties=species:S:1:pos:R:3
C -1.98 -0.21 0.02
C 0.91 0.79 -0.21
C 1.11 -0.48 -0.51
C 0.36 -0.25 0.67
N -3.10 0.09 -0.09
H 1.19 1.79 -0.23
H 1.60 -1.23 -1.27
H -0.09 -0.50 1.62
```

<S²>   2.02
Energy above the lowest of the compared OMol25 structures with the same formula, charge and spin   274.1 kJ/mol
Multiplicity   3
DFT total energy   -5677.202 eV
Max |F|   3.180 eV/Å

---

> multiplicity of number 8 (C4H3N)?

3

---

> Look up the DFT total energy of the sixth one.

-10846.430 eV

---

> multiplicity of number 6 (C5H5NO2)?

1

---

> What is the formula in the fourth record?

C5H8N2